No. 1
The following is a DFT calculation (wB97M-V/def2-TZVPD) of C23H18N5O8Pb as an isolated structure.

Structure (XYZ):
```
55
C23H18N5O8Pb, DFT wB97M-V/def2-TZVPD
Pb -0.5205 -1.5237 0.8151
C 1.6623 1.2638 3.9663
C 0.6581 1.1779 2.8509
O 0.9378 0.7565 1.7536
C -0.7231 1.6438 3.1887
C -1.6892 1.9475 2.3103
C -3.0593 2.4031 2.6814
N -1.3523 1.7979 0.9250
N -2.2559 2.0734 0.1245
C -1.7718 1.7054 -1.2007
O -1.6636 0.5451 -1.4893
C -1.4754 2.8322 -2.1105
C -1.8378 4.1412 -1.8052
C -1.5091 5.1639 -2.6810
C -0.8095 4.8797 -3.8458
C -0.4387 3.5742 -4.1443
C -0.7750 2.5471 -3.2814
H 2.6668 1.2083 3.5550
H 1.4863 0.4048 4.6194
H 1.5345 2.1723 4.5569
H -0.9401 1.7462 4.2464
H -3.1468 2.4774 3.7634
H -3.8052 1.7010 2.3082
H -3.2846 3.3706 2.2308
H -2.3804 4.3535 -0.8940
H -1.7937 6.1828 -2.4524
H -0.5433 5.6819 -4.5224
H 0.1225 3.3576 -5.0428
H -0.4841 1.5250 -3.4850
O 0.0003 -1.3899 3.8352
C 0.8793 -2.1378 3.3973
O 1.1226 -2.3911 2.1747
H 1.5364 -2.6732 4.1125
N 1.0088 -1.1349 -0.9009
C 1.3675 -1.0436 -2.0077
N 1.7976 -1.0101 -3.2126
C 1.6188 0.0738 -3.9384
N 1.5056 0.9888 -4.6432
O -1.6285 -5.1294 -1.3294
C -0.7652 -4.4194 -0.8340
O -0.9680 -3.5976 0.1464
C 0.6490 -4.4921 -1.3573
C 1.7350 -4.2000 -0.5455
C 3.0438 -4.2409 -1.0342
C 3.1974 -4.5637 -2.3582
O 4.3608 -4.6288 -3.0894
C 3.9743 -5.0178 -4.4029
O 2.5587 -5.1158 -4.4507
C 2.1172 -4.8571 -3.1695
C 0.8320 -4.8462 -2.7019
H 1.5640 -3.9115 0.4839
H 3.8913 -3.9998 -0.4084
H 4.4136 -5.9951 -4.6316
H 4.3106 -4.2608 -5.1162
H -0.0207 -5.0793 -3.3228
```

Its HOMO energy is -5.32 eV. The maximum force comes out at 0.011 Eh/bohr. Its charge is -1. For the orbital gap, the calculation gives 6.6 eV. For the energy, the calculation gives -1955.89820 Eh.

No. 2
The following is a DFT calculation (wB97M-V/def2-TZVPD) of a 7-piece molecular cluster, C17H32BF7IN3O18S2 overall at a distorted geometry.

Structure (XYZ):
```
81
C17H32BF7IN3O18S2, DFT wB97M-V/def2-TZVPD
C 1.4424 -4.6375 -0.6179
C 0.1795 -4.3525 0.1487
O 0.1402 -4.5151 1.3402
O -0.8932 -3.9442 -0.5756
C -1.5379 -2.7819 -0.0574
C -1.0186 -1.5372 -0.7890
C -2.1386 -0.4954 -0.8695
C -1.7542 1.0052 -0.8173
S -3.2810 1.7995 -1.5385
O -3.4719 3.1615 -1.1395
O -4.4250 0.9949 -1.2636
C -3.0993 1.8102 -3.3917
F -4.2890 2.1604 -3.8100
F -2.8514 0.6122 -3.8893
C -2.0511 2.8400 -3.9789
F -2.6517 3.6111 -4.8624
F -1.4932 3.6105 -3.0801
F -1.1245 2.1736 -4.6145
O -0.7720 1.3534 -1.7863
S 0.7931 1.1267 -1.4588
O 1.4799 2.2665 -1.9378
O 1.3042 -0.0884 -2.0157
C 1.0464 1.0202 0.3326
C 2.1654 0.0248 0.6162
O 3.2973 0.4254 0.6449
N 1.8372 -1.3503 0.8793
C 3.0246 -2.0193 1.2823
O 3.3048 -2.3363 2.3978
F 3.8403 -2.3517 0.2864
C -0.2391 0.8030 1.2180
I 0.2874 1.6057 3.1454
C -1.4965 1.5087 0.6047
B -1.1880 3.1009 0.7778
O -0.3126 3.7213 -0.1068
N -1.8240 3.9070 1.8268
C -2.9647 4.6870 1.2771
C -0.8278 4.9120 2.2871
C -2.6995 1.2216 1.5153
O -3.7298 1.8185 1.4184
N -2.5593 0.1350 2.4969
C -3.3022 0.4300 3.6666
O -2.8198 0.8359 4.6885
F -4.6086 0.1844 3.5945
H 1.8279 -5.6083 -0.3523
H 2.2074 -3.9252 -0.3465
H 1.2597 -4.6589 -1.6836
H -2.5803 -2.8914 -0.3283
H -1.4375 -2.6984 1.0200
H -0.7901 -1.8825 -1.7871
H -0.0865 -1.2349 -0.3502
H -2.9039 -0.7086 -0.1348
H -2.6278 -0.6593 -1.8198
H 1.4475 1.9764 0.6264
H 1.6303 -1.7483 -0.0440
H -0.4321 -0.2383 1.4022
H -0.8363 3.9757 -0.8777
H -2.8697 4.8968 0.2154
H -3.9136 4.2197 1.4906
H -2.9886 5.6525 1.7663
H -1.1428 5.2916 3.2535
H -0.7905 5.7680 1.6182
H 0.1740 4.5121 2.3381
H -2.9764 -0.6902 2.0683
O -4.4355 4.0904 -7.2164
H -4.0739 3.6018 -6.4718
H -4.2781 3.5198 -7.9740
O 6.5500 -3.4687 -1.1814
H 5.6979 -3.3394 -0.7570
H 7.0826 -2.7315 -0.8659
O 5.5454 -2.7589 4.3354
H 4.9481 -2.6046 3.5940
H 6.2297 -3.3327 3.9736
O 0.3652 -1.6475 3.5630
H 0.8006 -2.0671 4.3121
H 0.5091 -2.2638 2.8378
O 7.7587 -2.0929 2.1014
H 6.9117 -1.9686 2.5431
H 8.2762 -1.3282 2.3699
O 3.3740 -6.4396 -2.2185
H 3.6561 -6.8535 -3.0396
H 4.1931 -6.1208 -1.8255
```

Its HOMO energy is -9.30 eV. The maximum force comes out at 0.054 Eh/bohr. Its charge is 0. For the orbital gap, the calculation gives 8.6 eV. For the energy, the calculation gives -4003.53024 Eh. The structure (SMILES) is CC(=O)OCCC[C@]1(S(=O)(=O)C(F)(F)C(F)(F)F)OS(=O)(=O)[C@H](C(=O)NC(=O)F)[C@@H](I)[C@]1(B(O)N(C)C)C(=O)NC(=O)F.O.O.O.O.O.O.

No. 3
The following is a DFT calculation (wB97M-V/def2-TZVPD) of C28H31CuN5O2S2 as an isolated structure at a distorted geometry.

Structure (XYZ):
```
69
C28H31CuN5O2S2, DFT wB97M-V/def2-TZVPD
Cu 0.0550 1.1689 0.5114
C 1.3896 -1.6115 -5.0379
C 1.5499 -1.2482 -3.5941
C 1.2371 -2.1519 -2.5886
C 1.5011 -1.8525 -1.2634
C 2.0670 -0.6347 -0.9475
C 2.3510 0.2972 -1.9290
C 2.0783 -0.0069 -3.2486
S 2.6352 -0.3015 0.7174
O 4.0617 -0.1467 0.6261
O 2.1682 -1.3440 1.5962
N 1.9188 1.1603 1.0277
C 2.7860 2.0310 1.6431
C 3.6252 1.5705 2.6733
C 4.5768 2.4162 3.1854
C 4.6556 3.7199 2.7008
C 3.7387 4.1099 1.7479
N 2.8381 3.2944 1.2145
H 1.0059 -2.6215 -5.1459
H 2.3596 -1.5626 -5.5310
H 0.7193 -0.9202 -5.5424
H 0.8087 -3.1082 -2.8485
H 1.3027 -2.5488 -0.4654
H 2.8093 1.2322 -1.6447
H 2.2996 0.7057 -4.0305
H 3.5031 0.5617 3.0308
H 5.2464 2.0732 3.9614
H 5.4007 4.4064 3.0671
H 3.7175 5.1259 1.3687
C 0.4181 3.7982 -0.6414
N -0.4611 3.3002 0.4071
C -0.1703 3.9446 1.6760
C -1.8730 3.4769 0.0455
C -2.5129 2.1774 -0.3614
C -3.8416 2.1650 -0.7665
C -4.4461 0.9883 -1.1624
C -3.6928 -0.1702 -1.2191
C -2.3649 -0.1508 -0.8231
C -1.7569 1.0012 -0.3285
H 0.2457 4.8673 -0.8269
H 0.2360 3.2454 -1.5626
H 1.4511 3.6540 -0.3257
H -0.4248 5.0128 1.6539
H 0.8901 3.8461 1.8918
H -0.7444 3.4662 2.4689
H -1.9619 4.1955 -0.7821
H -2.4267 3.8998 0.8929
H -4.4036 3.0878 -0.7645
H -5.4898 0.9828 -1.4444
H -4.1396 -1.0896 -1.5701
H -1.7834 -1.0569 -0.8985
N -2.7031 -0.6581 2.5139
C -1.9677 -1.6228 1.9147
S -0.3780 -1.3194 1.4803
N -2.5456 -2.8441 1.8396
C -2.0764 -3.9854 1.1633
C -1.5134 -3.8914 -0.1019
C -1.1549 -5.0347 -0.7901
C -1.3635 -6.2842 -0.2331
C -1.9018 -6.3814 1.0393
C -2.2599 -5.2397 1.7355
H -2.3213 0.2720 2.4657
H -3.7015 -0.7484 2.6109
H -3.3546 -3.0047 2.4260
H -1.3663 -2.9210 -0.5400
H -0.7233 -4.9444 -1.7749
H -1.1077 -7.1766 -0.7860
H -2.0447 -7.3521 1.4913
H -2.6695 -5.3195 2.7323
```

Its HOMO energy (spin up / spin down) is -7.74 / -7.96 eV. The maximum force comes out at 0.031 Eh/bohr. Its charge is 0. For the orbital gap (spin up / spin down), the calculation gives 8.1 / 7.3 eV. For the energy, the calculation gives -3946.65403 Eh. The multiplicity is 2. The calculation puts the relative energy (zero: lowest compared OMol25 entry of this formula, charge and spin) at 141.1 kJ/mol.

No. 4
The following is a DFT calculation (wB97M-V/def2-TZVPD) of one molecule with the formula C8H11NO2 at a distorted geometry.

Structure (XYZ):
```
22
C8H11NO2, DFT wB97M-V/def2-TZVPD
C 1.1416 1.9223 -0.5518
C 1.5755 0.9520 -1.2504
C -0.0188 2.0232 0.4728
C 0.0992 0.7305 1.3549
C -1.8865 -0.5399 0.1045
C -1.2444 -1.4389 -0.9193
C -0.5679 -0.5523 0.8913
C 0.1007 -1.2164 -0.2812
N 1.3386 -1.8134 -0.3824
O 2.2810 -1.5442 0.3583
O 1.3762 -2.6694 -1.2858
H 1.7478 2.8350 -0.6350
H 2.1339 0.2414 -1.7138
H 0.2768 2.7989 1.1131
H -0.8795 2.2430 -0.1745
H 1.1504 0.6307 1.5791
H -0.4089 0.8070 2.3068
H -2.1635 0.4158 -0.2248
H -2.5803 -1.1295 0.5674
H -1.4908 -2.4987 -1.1263
H -1.3722 -1.1069 -2.0596
H -0.6088 -1.0902 1.8569
```

Its HOMO energy (spin up / spin down) is -8.02 / -8.66 eV. The maximum force comes out at 0.105 Eh/bohr. Its charge is 0. For the orbital gap (spin up / spin down), the calculation gives 6.7 / 8.7 eV. For the energy, the calculation gives -516.33977 Eh. The calculation puts the relative energy (zero: lowest compared OMol25 entry of this formula, charge and spin) at 942.0 kJ/mol.

No. 5
The following is a DFT calculation (wB97M-V/def2-TZVPD) of a 2-piece molecular cluster, CH3IOS2 overall at a distorted geometry.

Structure (XYZ):
```
8
CH3IOS2, DFT wB97M-V/def2-TZVPD
C 1.1190 0.4700 -0.2515
O -0.6080 -1.0629 1.5805
S 0.1532 -0.8497 -1.0691
S -1.1757 -1.5292 0.3630
I -3.4623 0.9833 -0.2891
H 2.1190 -0.0721 -0.0022
H 0.4218 0.7916 0.5955
H 1.4329 1.2691 -0.9270
```

Its HOMO energy (spin up / spin down) is -9.61 / -8.55 eV. The maximum force comes out at 0.068 Eh/bohr. Its charge is 0. For the orbital gap (spin up / spin down), the calculation gives 8.0 / 5.7 eV. For the energy, the calculation gives -1209.13559 Eh. The calculation puts the relative energy (zero: lowest compared OMol25 entry of this formula, charge and spin) at 150.9 kJ/mol.

No. 6
The following is a DFT calculation (wB97M-V/def2-TZVPD) of one molecule with the formula C4H6N2O.

Structure (XYZ):
```
13
C4H6N2O, DFT wB97M-V/def2-TZVPD
C -0.8453 -2.1079 -0.5551
O -1.0621 -0.7414 -0.8657
C -0.2599 0.1341 -0.2246
C -0.2202 1.4849 -0.4584
N 0.7330 1.9514 0.4270
C 1.2001 0.8896 1.1195
N 0.6191 -0.2322 0.7515
H 0.1830 -2.4113 -0.7808
H -1.5411 -2.6684 -1.1815
H -1.0465 -2.3173 0.5008
H -0.7504 2.1295 -1.1413
H 1.0270 2.9096 0.5288
H 1.9635 0.9794 1.8797
```

Its HOMO energy is -8.07 eV. The maximum force comes out at 0.006 Eh/bohr. Its charge is 0. For the orbital gap, the calculation gives 9.0 eV. For the energy, the calculation gives -340.75759 Eh. The structure (SMILES) is COc1c[nH]cn1. The calculation puts the relative energy (zero: lowest compared OMol25 entry of this formula, charge and spin) at 98.0 kJ/mol.